No. 1
Here is a structure of composition C29H36BrIrN7OTe from OMol25. Energies are from the ωB97M-V functional and the def2-TZVPD basis.

Summary:
Spin multiplicity: 2
Charge: +2
Molar mass: 898.38 g mol⁻¹
<S²>: 0.819
Frontier orbital gap (alpha / beta): 6.58 / 5.24 eV

Geometry (Å):
Ir -0.597 0.451 -0.912
Br -1.577 1.697 -2.828
C -2.925 0.394 -3.231
C -3.759 0.617 -4.281
C -4.734 -0.360 -4.566
C -4.827 -1.478 -3.787
C -3.960 -1.685 -2.685
C -4.088 -2.827 -1.858
C -3.269 -2.992 -0.780
C -2.283 -2.029 -0.482
C -2.073 -0.911 -1.266
C -2.954 -0.729 -2.386
H -3.683 1.510 -4.886
H -5.405 -0.210 -5.399
H -5.578 -2.228 -4.000
H -4.855 -3.556 -2.088
H -3.379 -3.856 -0.138
H -1.679 -2.184 0.404
C 2.857 -3.591 0.354
N 2.053 -2.409 0.621
C 2.283 -1.478 1.710
C 1.251 -0.411 1.429
O 1.096 0.613 2.043
N 0.500 -0.812 0.320
C 1.057 -1.971 -0.130
N 0.674 -2.583 -1.250
H 3.620 -3.665 1.124
H 3.357 -3.509 -0.613
H 2.249 -4.496 0.388
H 3.287 -1.047 1.675
H 2.112 -1.937 2.685
H -0.234 -2.364 -1.635
H 1.082 -3.471 -1.496
C -2.024 0.382 1.791
N -2.783 1.060 2.800
C -2.093 2.291 3.195
N -1.968 3.200 2.050
C -1.185 2.572 1.028
N -1.828 1.264 0.556
C -3.243 1.627 0.084
N -3.986 2.278 1.119
C -4.107 1.392 2.278
C -3.302 3.506 1.529
H -2.554 -0.508 1.458
H -1.043 0.134 2.171
H -1.100 2.046 3.572
H -2.661 2.784 3.983
H -0.197 2.315 1.400
H -1.115 3.221 0.153
H -3.731 0.701 -0.213
H -3.145 2.296 -0.767
H -4.624 0.477 1.985
H -4.688 1.891 3.051
H -3.887 4.000 2.303
H -3.213 4.178 0.675
C 6.790 -0.638 1.403
C 5.553 -0.094 0.747
C 5.064 -0.641 -0.437
C 3.942 -0.125 -1.075
C 3.507 -0.677 -2.406
C 3.282 0.950 -0.472
Te 1.648 1.826 -1.480
C 3.749 1.541 0.704
C 3.129 2.769 1.308
C 4.883 0.994 1.297
H 7.159 -1.524 0.890
H 6.603 -0.895 2.446
H 7.584 0.110 1.394
H 5.595 -1.467 -0.898
H 4.103 -1.545 -2.684
H 3.641 0.069 -3.195
H 2.455 -0.975 -2.414
H 2.084 2.898 1.011
H 3.678 3.662 1.002
H 3.145 2.718 2.396
H 5.262 1.447 2.207

These are the Löwdin partial charges, in e, on atoms 1 to 2:
1. Ir 0.832
2. Br 0.891

No. 2
Here is a structure of composition C29H36Cl3Ge2N8O4Ti from OMol25. Energies are from the ωB97M-V functional and the def2-TZVPD basis.

Summary:
Spin multiplicity: 2
Charge: +2
Molar mass: 860.11 g mol⁻¹
<S²>: 0.777
Frontier orbital gap (alpha / beta): 6.54 / 5.80 eV

Geometry (Å):
Ti 0.117 -0.815 -0.503
N -0.329 2.248 1.376
N -1.063 2.961 0.413
C -1.592 2.347 -0.628
N -2.319 3.043 -1.491
N -1.353 0.983 -0.666
N -1.874 0.283 -1.688
O -2.504 0.670 -2.611
O -1.511 -0.959 -1.549
H -0.962 1.819 2.048
H 0.276 2.887 1.878
H -1.267 3.939 0.565
H -2.468 4.029 -1.347
H -2.718 2.604 -2.303
C -2.366 -4.196 1.994
N -2.125 -2.849 2.569
C -2.511 -2.581 3.976
C -1.496 -1.948 1.894
N -0.928 -1.130 1.290
H -1.741 -4.920 2.512
H -2.122 -4.185 0.936
H -3.417 -4.437 2.137
H -1.879 -3.163 4.644
H -3.551 -2.871 4.103
H -2.400 -1.521 4.185
Cl 3.220 -4.075 -1.810
C 1.566 -4.462 -1.372
Cl 0.677 -5.004 -2.794
Cl 1.530 -5.669 -0.091
C 0.809 -3.229 -0.823
O -0.376 -3.252 -0.539
O 1.485 -2.095 -0.697
C 5.006 1.237 2.322
Ge 3.807 1.308 0.810
C 4.680 0.604 -0.759
C 3.162 3.108 0.475
Ge 1.892 -0.069 1.598
C 1.215 0.683 3.253
C 0.362 0.036 4.153
C 0.027 0.616 5.370
C 0.533 1.863 5.716
C 1.371 2.531 4.837
C 1.696 1.949 3.614
C 2.497 -1.858 2.049
C 3.792 -2.188 1.644
C 4.378 -3.388 2.032
C 3.663 -4.288 2.806
C 2.358 -3.992 3.188
C 1.779 -2.790 2.807
H 5.673 2.100 2.238
H 5.602 0.326 2.281
H 4.494 1.279 3.281
H 5.739 0.861 -0.668
H 4.287 1.067 -1.662
H 4.600 -0.479 -0.847
H 3.691 3.514 -0.390
H 3.364 3.755 1.330
H 2.095 3.123 0.261
H -0.035 -0.942 3.926
H -0.621 0.088 6.060
H 0.276 2.309 6.668
H 1.776 3.500 5.100
H 2.348 2.499 2.947
H 4.368 -1.514 1.024
H 5.389 -3.621 1.722
H 4.117 -5.224 3.108
H 1.798 -4.698 3.788
H 0.765 -2.588 3.125
C 1.386 0.485 -1.599
C 0.855 0.388 -3.011
C 0.888 -0.817 -3.716
C 0.394 -0.906 -5.008
C -0.124 0.224 -5.630
C -0.130 1.444 -4.959
C 0.349 1.514 -3.662
C -0.637 0.142 -6.983
N -1.058 0.075 -8.050
H 1.454 1.515 -1.259
H 2.358 0.010 -1.547
H 1.338 -1.697 -3.273
H 0.423 -1.847 -5.540
H -0.498 2.329 -5.461
H 0.367 2.474 -3.155

These are the Löwdin partial charges, in e, on atoms 1 to 2:
1. Ti 0.976
2. N 0.076

No. 3
Here is a structure of composition C29H36FeNO from OMol25. Energies are from the ωB97M-V functional and the def2-TZVPD basis.

Summary:
Spin multiplicity: 5
Charge: -1
Molar mass: 470.46 g mol⁻¹
<S²>: 6.109
Frontier orbital gap (alpha / beta): 3.52 / 5.34 eV

Geometry (Å):
C 3.440 -0.423 1.187
C 2.687 -1.478 1.986
C 1.206 -1.430 1.633
N 0.633 -0.121 1.879
C -0.751 -0.002 1.972
C -1.319 1.118 2.486
C -2.710 1.477 2.170
C -3.628 0.251 2.052
C -3.012 -0.781 1.115
C -1.593 -1.190 1.531
C 1.357 1.046 1.409
C 2.882 0.955 1.506
H 4.503 -0.458 1.442
H 3.336 -0.628 0.114
H 3.063 -2.485 1.772
H 2.812 -1.300 3.066
H 1.082 -1.706 0.568
H 0.673 -2.182 2.233
H -0.674 1.828 3.165
H -3.132 2.157 2.914
H -2.736 2.039 1.219
H -3.753 -0.189 3.052
H -4.613 0.562 1.686
H -3.647 -1.671 1.076
H -2.972 -0.369 0.097
H -1.140 -1.729 0.683
H -1.662 -1.910 2.369
H 1.079 1.305 0.365
H 1.040 1.910 2.004
H 3.184 1.243 2.521
H 3.302 1.708 0.832
C 3.370 -1.877 7.195
O 3.753 -0.754 6.377
C 2.799 0.153 6.035
C 3.268 1.278 5.323
C 2.361 2.103 4.697
C 0.976 1.853 4.776
C 0.035 2.637 3.937
C -0.927 3.519 4.655
C -0.655 4.834 5.234
C -1.914 5.408 5.665
C -2.964 4.450 5.384
C -2.345 3.276 4.820
Fe -1.934 4.931 3.738
C -1.113 4.887 1.920
C -0.807 6.119 2.627
C -2.062 6.749 2.993
C -3.143 5.905 2.520
C -2.558 4.762 1.849
C 0.520 0.810 5.595
C 1.410 -0.034 6.243
H 4.315 -2.394 7.352
H 2.944 -1.550 8.157
H 2.652 -2.518 6.660
H 4.344 1.423 5.243
H 2.718 2.945 4.103
H 0.615 3.276 3.257
H 0.345 5.238 5.366
H -2.047 6.353 6.183
H -4.019 4.526 5.636
H -2.804 2.300 4.692
H -0.399 4.253 1.397
H 0.187 6.538 2.764
H -2.176 7.726 3.454
H -4.202 6.139 2.560
H -3.098 4.033 1.256
H -0.552 0.640 5.676
H 1.048 -0.857 6.863

These are the Löwdin partial charges, in e, on atoms 1 to 2:
1. C -0.209
2. C -0.184

No. 4
Here is a cluster of 2 separate species, C29H36IN3O2S in total from OMol25. Energies are from the ωB97M-V functional and the def2-TZVPD basis.

Summary:
Molar mass: 617.60 g mol⁻¹
Frontier orbital gap: 8.01 eV

Geometry (Å):
C -6.389 -1.211 5.151
C -7.189 -2.305 4.325
C -6.307 -3.644 4.325
C -5.357 -3.561 3.055
C -3.981 -4.342 3.266
C -2.804 -3.763 2.388
C -1.373 -3.970 3.028
C -0.278 -3.011 2.416
C -0.066 -1.686 3.213
C -1.091 -1.272 4.188
C -0.971 -0.036 4.975
C 0.175 0.842 4.773
C 1.181 0.434 3.808
C 1.115 -0.821 3.026
N 2.165 -1.215 2.095
C 2.544 -0.147 1.186
C 2.704 -0.398 -0.245
C 3.112 0.634 -1.207
N 3.289 0.324 -2.589
C 2.084 -0.269 -3.223
C 2.242 -0.030 -4.790
C 3.348 2.005 -0.697
C 3.757 3.164 -1.674
C 2.420 3.582 -2.430
O 1.370 3.426 -1.870
O 2.417 4.098 -3.737
C 3.200 2.297 0.735
I 3.545 4.240 1.603
C 2.824 1.227 1.656
S 2.660 1.467 3.467
H -5.994 -1.662 6.107
H -5.501 -0.879 4.555
H -7.046 -0.323 5.376
H -8.227 -2.470 4.707
H -7.235 -1.948 3.257
H -5.740 -3.723 5.293
H -7.047 -4.491 4.264
H -5.909 -4.028 2.193
H -5.187 -2.465 2.864
H -3.735 -4.392 4.365
H -4.203 -5.403 2.953
H -3.000 -2.664 2.240
H -2.849 -4.301 1.399
H -1.060 -5.022 2.754
H -1.395 -3.954 4.156
H -0.649 -2.717 1.392
H 0.695 -3.553 2.256
H -2.012 -1.873 4.390
H -1.732 0.256 5.730
H 0.290 1.781 5.358
H 2.998 -1.357 2.690
H 2.521 -1.426 -0.644
H 3.650 1.112 -3.123
H 1.116 0.140 -2.831
H 2.161 -1.389 -3.100
H 2.005 1.045 -5.043
H 3.329 -0.167 -5.063
H 1.632 -0.738 -5.400
H 4.185 4.041 -1.133
H 4.459 2.784 -2.472
H 2.351 5.071 -3.662
C 3.715 5.528 -8.031
C 3.599 5.058 -6.732
C 3.161 3.757 -6.541
N 2.840 2.926 -7.541
C 2.959 3.403 -8.785
C 3.390 4.686 -9.082
H 4.056 6.539 -8.222
H 3.843 5.688 -5.886
H 3.057 3.344 -5.546
H 2.689 2.708 -9.574
H 3.469 5.017 -10.109

These are the Löwdin partial charges, in e, on atoms 1 to 2:
1. C -0.128
2. C -0.258

No. 5
Here is a structure of composition C29H36MoN9O2S7 from OMol25. Energies are from the ωB97M-V functional and the def2-TZVPD basis.

Summary:
Spin multiplicity: 3
Charge: +1
Molar mass: 863.08 g mol⁻¹
<S²>: 2.019
Frontier orbital gap (alpha / beta): 6.47 / 6.23 eV

Geometry (Å):
Mo -0.218 -0.721 0.831
N 0.141 -2.904 1.363
C 0.736 -3.535 2.579
C 0.293 -2.935 3.898
C -1.219 -2.842 4.106
C -1.817 -1.493 3.751
N -1.899 -1.233 2.290
H -0.794 -3.286 1.221
H 0.658 -3.248 0.557
H 1.817 -3.456 2.491
H 0.478 -4.597 2.543
H 0.738 -1.946 4.013
H 0.731 -3.563 4.676
H -1.440 -3.006 5.162
H -1.747 -3.641 3.571
H -1.224 -0.689 4.188
H -2.826 -1.425 4.162
H -2.470 -0.400 2.174
H -2.435 -1.973 1.832
S 4.629 4.020 3.729
C 3.533 2.917 3.259
S 1.824 3.248 3.143
C 1.345 1.678 2.550
C 2.319 0.773 2.383
S 2.023 -0.834 1.794
S 3.935 1.284 2.807
S -0.311 1.370 2.101
O -2.569 -2.654 -0.086
S -1.717 -2.834 -1.253
O -1.360 -4.190 -1.568
N -0.435 -1.907 -0.974
C 0.528 -1.722 -1.988
C 0.787 -2.550 -3.051
C 1.738 -2.175 -4.025
C 2.417 -0.996 -3.939
C 2.180 -0.129 -2.847
C 2.828 1.114 -2.681
C 2.513 1.897 -1.612
C 1.573 1.436 -0.676
N 0.975 0.268 -0.772
C 1.247 -0.508 -1.868
C -2.535 -2.161 -2.672
C -3.478 -2.969 -3.298
C -4.168 -2.476 -4.394
C -3.903 -1.196 -4.866
C -2.948 -0.405 -4.241
C -2.260 -0.882 -3.136
H 0.258 -3.487 -3.152
H 1.923 -2.846 -4.852
H 3.143 -0.713 -4.690
H 3.567 1.430 -3.408
H 2.981 2.858 -1.453
H 1.319 2.044 0.179
H -3.655 -3.973 -2.937
H -4.902 -3.098 -4.889
H -4.434 -0.822 -5.732
H -2.717 0.586 -4.608
H -1.509 -0.258 -2.670
C -1.027 2.914 -6.220
C 0.202 2.887 -5.312
C -0.152 3.058 -3.866
N -0.803 2.193 -3.171
N -0.994 2.563 -1.862
C -0.480 3.727 -1.599
N -0.552 4.300 -0.361
S 0.292 4.474 -2.956
H -0.735 2.779 -7.261
H -1.555 3.864 -6.135
H -1.714 2.113 -5.952
H 0.903 3.669 -5.606
H 0.725 1.933 -5.416
H -0.771 3.656 0.390
H 0.112 5.019 -0.127
C -5.097 -0.145 -1.331
N -4.086 0.890 -1.086
C -4.247 2.188 -1.741
C -2.970 0.551 -0.521
N -1.993 0.248 0.018
H -5.133 -0.379 -2.396
H -6.068 0.221 -0.999
H -4.836 -1.045 -0.778
H -4.315 2.042 -2.820
H -3.384 2.812 -1.523
H -5.158 2.660 -1.376

These are the Löwdin partial charges, in e, on atoms 1 to 2:
1. Mo 1.268
2. N -0.118

No. 6
Here is a structure of composition C29H36N7OPt from OMol25. Energies are from the ωB97M-V functional and the def2-TZVPD basis.

Summary:
Charge: +3
Molar mass: 693.73 g mol⁻¹
Frontier orbital gap: 6.80 eV

Geometry (Å):
Pt 0.192 0.157 0.020
C 2.012 0.098 1.329
C 1.394 -1.199 1.317
C 1.360 -1.667 -0.051
C 2.032 -0.676 -0.866
C 2.386 0.435 -0.034
C 3.142 1.646 -0.451
C 2.339 -0.809 -2.311
C 0.908 -3.012 -0.506
C 0.919 -1.944 2.505
C 2.420 0.845 2.545
H 2.830 2.530 0.104
H 3.035 1.845 -1.515
H 4.205 1.486 -0.245
H 1.672 -1.509 -2.808
H 3.358 -1.201 -2.397
H 2.313 0.150 -2.823
H 0.522 -2.985 -1.523
H 0.148 -3.427 0.153
H 1.761 -3.696 -0.494
H 0.066 -2.580 2.275
H 0.674 -1.283 3.334
H 1.734 -2.598 2.834
H 2.664 1.885 2.337
H 3.338 0.373 2.912
H 1.681 0.792 3.341
N -3.290 -0.636 2.274
C -3.406 -1.687 1.399
C -2.347 -1.589 0.556
N -1.595 -0.492 0.931
C -2.197 0.069 1.972
H -3.930 -0.424 3.028
H -4.215 -2.395 1.448
H -2.081 -2.213 -0.280
H -1.871 0.958 2.496
N -0.733 0.148 -1.845
C -1.201 0.100 -2.909
N -1.719 0.016 -4.080
C -1.071 0.624 -5.277
C -1.966 1.740 -5.791
O -3.267 1.256 -6.033
C -3.894 0.797 -4.859
C -3.137 -0.391 -4.287
H -0.978 -0.167 -6.022
H -0.080 0.984 -5.006
H -1.580 2.116 -6.737
H -1.993 2.568 -5.069
H -4.906 0.496 -5.127
H -3.953 1.604 -4.115
H -3.128 -1.216 -4.999
H -3.555 -0.735 -3.342
C -2.354 3.691 0.096
C -1.754 2.488 -0.203
N -0.606 2.104 0.392
C -0.071 2.894 1.325
C -0.647 4.087 1.730
C -1.791 4.510 1.065
C -0.036 4.871 2.813
C 0.279 4.408 4.021
C 0.005 3.072 4.584
C 0.470 2.763 5.855
C 0.185 1.499 6.355
N -0.530 0.615 5.661
C -0.957 1.019 4.476
N -0.719 2.181 3.879
H -3.262 3.976 -0.417
H -2.178 1.813 -0.927
H 0.830 2.552 1.805
H -2.258 5.451 1.329
H 0.135 5.922 2.602
H 0.740 5.103 4.713
H 1.034 3.479 6.437
H 0.535 1.187 7.332
H -1.566 0.303 3.925

These are the Löwdin partial charges, in e, on atoms 1 to 2:
1. Pt 1.507
2. C -0.239